# 1
Molecular formula: C42H30BrClN3O4PRu
Method: DFT, ωB97M-V with the def2-TZVPD basis set

The value obtained for the energy relative to the best compared isomer or geometry (same formula, charge and spin) is 0.0 kcal/mol. The gap between HOMO and LUMO (spin up / spin down) is 7.5 / 5.6 eV. The multiplicity is 5. The LUMO energy (spin up / spin down) comes out at -5.867 / -7.797 eV. The electronic energy is -151122.6294 eV. As for the net charge: +2.

Geometry as XYZ:
```
83
Properties=species:S:1:pos:R:3:forces:R:3
Ru 0.653 0.957 -0.057 -0.60 -0.50 -0.04
Cl -5.195 0.257 4.090 -0.19 -0.06 0.06
C -3.617 0.581 3.598 0.14 0.07 -0.09
C -2.529 0.054 4.339 -0.13 0.06 -0.06
C -1.260 0.310 3.939 0.03 0.08 -0.20
C -0.996 1.068 2.728 -0.05 0.11 0.09
O 0.178 1.229 2.333 0.07 -0.09 -0.04
C -2.141 1.636 2.016 0.20 0.13 -0.29
C -1.992 2.517 0.859 -0.04 -0.21 0.47
N -0.888 2.721 0.255 0.24 0.22 -0.48
C -0.844 3.690 -0.794 0.17 -0.39 0.32
C -1.684 4.762 -0.886 -0.17 0.29 -0.07
C -1.555 5.699 -1.936 -0.03 -0.10 0.17
C -0.558 5.568 -2.853 0.07 -0.01 -0.07
C 0.361 4.495 -2.754 0.04 0.16 -0.18
C 1.448 4.340 -3.645 -0.07 0.10 -0.03
C 2.324 3.310 -3.477 0.06 -0.10 0.04
C 2.110 2.416 -2.417 -0.01 -0.08 -0.02
N 1.100 2.519 -1.579 -0.33 0.19 -0.15
C 0.214 3.554 -1.725 0.19 -0.26 0.14
C -3.407 1.388 2.462 -0.17 -0.19 0.25
H -2.736 -0.539 5.220 0.01 0.00 0.00
H -0.404 -0.075 4.475 0.03 -0.01 -0.01
H -2.903 3.021 0.533 -0.02 -0.02 0.03
H -2.441 4.929 -0.130 -0.01 0.02 -0.03
H -2.241 6.534 -1.989 -0.01 -0.01 0.02
H -0.440 6.290 -3.650 0.00 -0.01 0.00
H 1.577 5.054 -4.449 -0.01 -0.01 0.01
H 3.168 3.169 -4.136 0.01 -0.01 0.02
H 2.789 1.585 -2.257 0.02 0.01 -0.01
H -4.266 1.801 1.946 -0.01 -0.02 0.03
O 2.399 2.852 1.321 -0.25 -0.36 -0.05
N 2.420 1.561 0.784 0.28 0.38 0.13
C 3.609 1.089 0.726 -0.21 -0.11 -0.09
C 4.022 -0.219 0.223 0.00 0.33 0.13
C 5.410 -0.365 0.141 0.04 -0.11 -0.05
C 5.977 -1.567 -0.247 -0.05 0.02 0.01
C 5.147 -2.642 -0.526 0.02 0.01 0.00
C 3.767 -2.506 -0.430 -0.07 -0.02 -0.06
C 3.176 -1.299 -0.077 0.00 -0.07 0.01
P 1.347 -1.275 0.165 0.61 -0.06 -0.18
C 0.745 -2.206 -1.263 -0.07 -0.06 0.10
C 1.317 -1.920 -2.505 -0.01 0.01 -0.03
C 0.833 -2.520 -3.656 0.00 -0.02 0.06
C -0.219 -3.424 -3.576 0.02 0.00 -0.01
C -0.794 -3.711 -2.347 0.02 0.03 0.02
C -0.325 -3.098 -1.195 -0.10 0.00 -0.04
C 1.250 -2.142 1.744 -0.09 0.03 -0.02
C 1.802 -1.499 2.851 0.01 0.01 0.08
C 1.854 -2.147 4.075 -0.03 0.02 -0.02
C 1.352 -3.437 4.201 0.01 0.01 -0.01
C 0.811 -4.079 3.098 0.00 0.02 -0.02
C 0.762 -3.438 1.867 0.01 -0.13 0.03
H 1.575 2.851 1.838 0.03 0.11 0.00
H 4.384 1.748 1.107 0.05 -0.03 0.02
H 6.046 0.475 0.393 0.01 -0.02 0.00
H 7.051 -1.667 -0.313 -0.01 0.00 0.00
H 5.572 -3.595 -0.811 -0.02 0.01 0.00
H 3.142 -3.365 -0.643 -0.01 0.01 0.00
H 2.152 -1.234 -2.583 0.03 0.03 0.03
H 1.282 -2.290 -4.612 0.00 -0.01 0.00
H -0.587 -3.905 -4.472 -0.01 0.01 0.00
H -1.617 -4.411 -2.280 0.00 0.00 -0.01
H -0.811 -3.305 -0.252 -0.08 0.10 -0.14
H 2.195 -0.494 2.768 -0.02 0.02 -0.02
H 2.294 -1.649 4.929 0.00 0.00 -0.01
H 1.396 -3.945 5.155 0.00 0.01 0.00
H 0.435 -5.090 3.188 0.00 0.00 0.00
H 0.365 -3.969 1.014 0.11 0.00 0.16
Br -6.078 -2.846 1.306 -0.07 -0.07 0.15
C -5.129 -1.779 0.084 0.01 0.06 -0.10
C -5.783 -1.270 -1.032 0.06 0.03 -0.04
C -5.080 -0.498 -1.947 0.00 -0.03 0.03
C -3.733 -0.235 -1.747 -0.10 -0.01 -0.03
C -3.094 -0.747 -0.622 0.06 0.05 -0.45
C -3.788 -1.523 0.302 0.06 -0.02 0.00
C -1.668 -0.436 -0.390 0.05 0.19 0.60
O -1.105 -0.855 0.652 -0.02 0.12 0.03
O -1.039 0.358 -1.173 0.27 0.14 -0.02
H -6.831 -1.486 -1.187 0.00 0.00 0.01
H -5.587 -0.111 -2.820 0.00 0.00 0.01
H -3.172 0.356 -2.457 0.00 0.00 0.01
H -3.280 -1.926 1.168 0.00 0.03 -0.02
```
Positions in Å, forces in eV/Å.

=====

# 2
Molecular formula: C42H30N7O6ReS
Method: DFT, ωB97M-V with the def2-TZVPD basis set

The value obtained for the energy relative to the best compared isomer or geometry (same formula, charge and spin) is 38.8 kcal/mol. The gap between HOMO and LUMO (spin up / spin down) is 5.3 / 5.5 eV. The multiplicity is 2. The LUMO energy (spin up / spin down) comes out at -4.538 / -4.355 eV. The electronic energy is -79718.5934 eV. As for the net charge: +1.

Geometry as XYZ:
```
87
Properties=species:S:1:pos:R:3:forces:R:3
Re -0.353 -0.106 -0.069 -0.92 -1.05 0.73
O -0.555 -2.756 -4.917 0.01 -0.09 -0.19
C -1.839 -2.572 -4.591 -0.08 0.10 0.17
C -2.812 -3.105 -5.436 0.00 -0.08 -0.12
C -4.151 -2.966 -5.142 0.09 0.01 0.03
C -4.565 -2.280 -3.999 -0.13 0.04 0.06
C -3.620 -1.743 -3.158 0.09 -0.01 -0.10
C -2.250 -1.872 -3.439 -0.12 0.04 0.11
C -1.300 -1.323 -2.484 0.67 0.06 -0.24
O -1.742 -0.661 -1.451 0.08 0.47 0.74
N -0.008 -1.504 -2.672 -0.44 -0.22 -0.34
N 0.734 -1.106 -1.595 0.44 0.86 0.18
C 2.015 -1.254 -1.670 -0.19 -0.17 -0.15
C 2.869 -1.206 -0.504 -0.05 0.02 0.33
C 4.176 -0.711 -0.613 -0.10 0.07 -0.05
C 5.023 -0.682 0.473 0.07 0.06 0.01
C 4.591 -1.181 1.699 -0.02 0.01 -0.08
C 3.329 -1.729 1.818 -0.11 -0.06 0.11
C 2.472 -1.747 0.730 0.18 0.21 -0.23
O 1.315 -2.471 0.899 -0.04 -0.66 0.18
H 0.007 -2.386 -4.207 0.00 0.01 0.03
H -2.488 -3.641 -6.318 0.03 0.01 0.02
H -4.887 -3.407 -5.802 0.00 0.03 -0.02
H -5.618 -2.176 -3.776 0.01 -0.02 0.01
H -3.904 -1.223 -2.255 -0.05 0.02 -0.02
H 2.446 -1.498 -2.638 -0.08 -0.15 -0.01
H 4.509 -0.337 -1.573 0.02 0.00 0.00
H 6.022 -0.282 0.367 0.00 0.00 0.01
H 5.248 -1.161 2.558 0.00 -0.01 0.00
H 2.985 -2.159 2.750 0.02 0.00 -0.02
S -2.017 7.145 1.297 -0.01 0.05 0.01
N -2.719 5.795 1.816 -0.17 0.03 0.13
C -2.110 4.787 1.222 0.38 0.21 -0.30
C -2.409 3.387 1.411 0.03 -0.32 0.01
C -3.444 2.907 2.220 0.08 -0.05 -0.07
C -3.635 1.546 2.314 0.03 0.15 0.04
C -2.763 0.688 1.653 0.00 -0.21 0.05
N -1.760 1.135 0.905 -0.16 0.45 -0.44
C -1.602 2.465 0.742 -0.25 0.20 0.30
C -0.573 2.892 -0.184 0.17 0.31 -0.26
N 0.081 1.926 -0.865 0.27 -1.01 0.57
C 1.010 2.256 -1.750 0.10 -0.09 -0.15
C 1.340 3.578 -2.027 -0.13 0.11 0.07
C 0.679 4.582 -1.351 0.01 -0.02 0.04
C -0.297 4.244 -0.409 0.05 -0.37 -0.10
C -1.065 5.206 0.343 -0.41 -0.09 0.33
N -0.920 6.516 0.303 0.12 0.14 -0.12
H -4.072 3.615 2.744 -0.04 -0.03 0.00
H -4.442 1.133 2.901 0.03 -0.02 0.02
H -2.845 -0.387 1.744 -0.02 0.02 -0.04
H 1.499 1.437 -2.262 0.00 0.01 0.04
H 2.094 3.801 -2.766 0.01 -0.02 0.00
H 0.891 5.628 -1.528 0.04 -0.01 -0.03
O -0.846 -2.832 0.535 -0.35 0.36 -0.07
C 0.076 -2.085 0.546 1.53 0.68 -0.03
C 0.049 -3.828 9.490 0.01 0.04 -0.04
C -0.630 -2.919 8.503 -0.05 0.05 0.08
C -1.982 -2.636 8.647 0.01 0.00 -0.06
C -2.653 -1.861 7.713 -0.01 -0.05 0.01
C -1.964 -1.367 6.624 0.20 0.10 0.03
C -0.596 -1.614 6.483 -0.37 0.06 0.26
N 0.011 -1.137 5.291 -0.17 -0.26 -0.97
C 0.905 -0.127 5.130 0.37 0.56 -0.18
C 1.560 0.408 6.256 -0.10 0.03 -0.04
C 2.478 1.423 6.132 0.02 -0.02 0.03
C 2.807 1.949 4.885 0.15 0.16 -0.10
C 2.187 1.450 3.764 0.04 -0.03 0.15
C 1.230 0.431 3.844 -0.20 -0.26 0.37
C 0.575 0.073 2.572 -0.31 -0.27 0.33
O 1.034 0.569 1.486 -0.42 -0.05 -0.97
O -0.437 -0.685 2.483 0.03 0.22 0.09
C 0.086 -2.389 7.419 0.07 -0.02 -0.12
C 1.544 -2.715 7.254 -0.03 -0.06 -0.02
H -0.654 -4.154 10.254 0.02 -0.01 0.02
H 0.889 -3.337 9.985 0.01 -0.01 0.00
H 0.441 -4.716 8.988 0.03 0.00 0.04
H -2.519 -3.043 9.495 0.01 0.00 0.00
H -3.708 -1.652 7.834 0.01 -0.02 -0.02
H -2.463 -0.771 5.869 -0.01 0.01 0.03
H -0.503 -1.351 4.451 -0.06 -0.08 -0.09
H 1.303 0.021 7.234 0.02 0.03 -0.04
H 2.954 1.820 7.020 -0.02 -0.02 0.03
H 3.531 2.748 4.801 0.01 -0.02 0.00
H 2.417 1.849 2.785 0.01 -0.01 0.05
H 1.989 -2.175 6.423 0.01 -0.07 0.03
H 1.678 -3.785 7.078 0.02 0.00 0.01
H 2.097 -2.471 8.163 0.05 0.02 -0.03
```
Positions in Å, forces in eV/Å.